41
Properties=species:S:1:pos:R:3:forces:R:3:mulliken_charge:R:1 method="wB97M-V/def2-TZVPD" e_above_lowest_ev=0.434 charge=-2 total_energy_ev=-69771.5308 lumo_ev=4.6 e_homo_ev=-3.471
Ca 0.0366 0.6022 -0.6735 -0.3 0.5 -0.5 1.69
O 2.8622 -1.4065 0.4228 0.0 0.2 0.0 -0.58
C 2.9687 -0.8286 1.7119 0.0 -0.1 -0.2 -0.86
C 1.6920 -0.2346 2.2744 -0.3 0.2 -0.1 -0.75
N 1.1679 0.9193 1.5451 0.0 0.2 0.1 0.56
C 2.1999 1.9337 1.2668 -0.2 -0.1 0.3 -0.79
C 2.8966 1.7424 -0.0912 -0.5 -0.7 -0.4 0.47
O 4.0069 2.2340 -0.2585 0.1 0.1 0.0 -0.82
O 2.2102 1.0481 -0.9393 1.1 0.4 0.3 -0.93
C -0.0374 1.4700 2.2033 0.3 0.0 -0.1 -0.73
C -0.5996 2.6736 1.4043 0.1 -0.3 -0.7 0.66
O -0.9693 3.6558 2.0396 -0.1 0.1 0.0 -0.80
O -0.5882 2.5026 0.1316 -0.2 1.0 1.2 -0.84
H 2.6967 -0.6915 -0.2276 0.0 0.0 0.2 0.46
H 3.7753 -0.0905 1.7364 0.1 0.1 0.0 0.30
H 3.2564 -1.6345 2.3897 0.1 -0.1 0.0 0.47
H 1.9163 0.0467 3.3186 0.0 0.0 0.1 0.36
H 0.9117 -0.9974 2.2958 0.0 0.0 0.0 0.26
H 2.9586 1.9666 2.0523 0.1 0.0 0.1 0.32
H 1.7350 2.9186 1.2328 0.0 0.0 0.0 0.48
H 0.1630 1.7945 3.2283 0.1 0.0 0.1 0.29
H -0.8018 0.6857 2.2362 0.0 0.0 0.0 0.37
F -4.7611 1.1350 -1.1597 0.1 -0.2 0.2 -0.43
B -4.1790 0.1864 -0.2643 0.1 0.1 -0.1 0.21
F -2.7565 0.3242 -0.3322 -0.2 0.0 -0.1 0.11
F -4.5322 -1.1145 -0.6825 0.0 0.3 0.1 -0.41
F -4.6186 0.4298 1.0433 0.0 -0.1 -0.2 -0.39
C -2.9794 -0.1530 -3.3915 0.4 0.4 0.0 -0.73
C -1.8518 0.7538 -3.1168 -0.4 -0.3 0.0 0.80
N -0.9728 1.4603 -2.8948 -0.1 -0.1 -0.2 -0.64
H -3.8804 0.2535 -2.9319 0.1 0.0 0.0 0.22
H -2.7778 -1.1354 -2.9635 0.1 0.0 0.1 0.13
H -3.0927 -0.2293 -4.4733 0.0 0.0 0.0 0.37
C 0.8238 -3.4505 -0.8939 0.5 -0.7 0.1 -1.05
S -0.3140 -2.1660 -1.1436 -0.4 0.7 0.0 1.43
O -1.5331 -2.7856 -1.6048 0.0 -0.1 -0.1 -0.66
O 0.3055 -1.2316 -2.1156 -0.3 -0.7 0.1 -0.77
O -0.4287 -1.4625 0.1571 -0.1 -0.8 -0.2 -0.68
H 0.9048 -3.9921 -1.8368 0.1 0.0 0.1 0.34
H 0.4049 -4.0948 -0.1202 0.1 0.0 -0.1 0.32
H 1.7814 -3.0378 -0.5748 -0.1 0.0 0.0 0.22